{"formula": "C23H47F8N3O14P3S2", "method": "wB97M-V/def2-TZVPD", "total_charge": 1, "orbital_gap_ev": 7.92, "fmax_ev_per_a": 5.6, "e_homo_ha": -0.446, "lumo_ev": -4.23, "species": ["C", "C", "S", "C", "N", "C", "N", "C", "S", "O", "O", "C", "F", "F", "C", "F", "F", "F", "C", "C", "C", "O", "C", "F", "F", "F", "N", "P", "O", "O", "O", "H", "H", "H", "H", "H", "H", "H", "H", "H", "H", "H", "H", "H", "H", "H", "H", "H", "O", "P", "O", "C", "C", "O", "C", "C", "O", "C", "C", "H", "H", "H", "H", "H", "H", "H", "H", "H", "H", "H", "H", "H", "H", "H", "O", "P", "O", "C", "C", "O", "C", "C", "O", "C", "C", "H", "H", "H", "H", "H", "H", "H", "H", "H", "H", "H", "H", "H", "H", "H"], "xyz": [[-1.09234, 1.18254, 6.18715], [-0.08112, 1.56434, 5.09564], [0.81646, 0.05594, 4.58449], [1.31725, 0.44951, 2.87132], [0.72915, -0.56706, 1.98947], [1.20335, -1.75460, 1.88136], [0.56229, -2.72286, 1.09311], [0.60573, -3.89516, 2.00126], [0.49112, -5.39185, 1.01857], [1.71367, -5.69500, 0.33813], [0.09753, -6.42945, 1.92340], [-0.88161, -5.23943, -0.23717], [-1.84314, -4.40880, 0.18182], [-1.42044, -6.45711, -0.28694], [-0.41234, -4.87333, -1.68775], [-1.40243, -4.19488, -2.26796], [-0.16028, -5.96216, -2.38351], [0.66414, -4.07371, -1.67899], [2.00023, -3.71983, 2.65562], [2.15157, -4.35467, 4.02054], [3.60388, -4.62331, 4.45026], [4.47513, -4.90992, 3.39551], [3.60806, -5.83404, 5.40129], [4.87215, -6.19928, 5.64330], [2.98591, -5.58585, 6.55407], [3.04184, -6.89448, 4.78755], [2.32561, -2.27392, 2.49567], [3.84755, -1.91725, 1.77987], [4.14871, -2.78732, 0.64793], [4.89770, -1.98329, 2.93555], [3.81619, -0.40481, 1.31778], [-0.68567, 1.44521, 7.15733], [-2.04248, 1.67004, 6.00870], [-1.25380, 0.10823, 6.18372], [-0.59068, 1.95036, 4.21824], [0.66668, 2.27401, 5.42567], [0.97760, 1.43921, 2.58842], [2.39433, 0.45720, 2.83628], [-0.12199, -0.31842, 1.50046], [1.14926, -2.89469, 0.27182], [-0.14336, -3.88663, 2.78881], [2.65782, -4.27861, 1.98019], [1.52778, -5.24445, 4.07359], [1.73095, -3.65634, 4.74958], [3.98494, -3.78358, 5.02603], [4.08841, -5.61079, 2.85603], [4.50221, -1.84712, 3.80635], [3.82980, -0.39186, 0.34992], [-1.01781, 3.69872, 1.25944], [-1.18647, 5.01280, 0.59038], [0.19611, 5.39520, -0.14557], [0.65640, 4.62306, -1.25572], [-0.18303, 4.83570, -2.50179], [-1.14500, 6.09396, 1.79739], [-1.17939, 5.71088, 3.16670], [0.22422, 5.53800, 3.70368], [-2.17723, 5.93161, -0.29029], [-3.54313, 5.49099, -0.50105], [-4.30640, 5.35557, 0.80058], [0.67862, 3.56139, -0.98410], [1.68224, 4.93754, -1.44156], [-1.18290, 4.41091, -2.37613], [0.27974, 4.35268, -3.36289], [-0.30470, 5.89716, -2.71089], [-1.76528, 4.80037, 3.30353], [-1.69694, 6.50450, 3.70617], [0.82473, 4.91207, 3.04255], [0.19686, 5.08362, 4.69672], [0.73640, 6.49719, 3.77741], [-3.53744, 4.54289, -1.04462], [-4.01140, 6.23393, -1.14217], [-3.88441, 4.56399, 1.42876], [-5.34944, 5.10863, 0.60607], [-4.26099, 6.28221, 1.37149], [-2.84326, -0.23425, -4.88050], [-1.45013, -0.05636, -5.33007], [-0.72016, 0.97214, -4.30378], [-0.51686, 0.58742, -2.95250], [0.55756, -0.47798, -2.80729], [-1.55331, 0.88767, -6.63767], [-2.81333, 1.19417, -7.24424], [-3.38346, 2.48896, -6.70256], [-0.11483, -0.79043, -5.87880], [-0.20523, -2.17758, -6.28788], [-1.17741, -2.37431, -7.43313], [-1.46080, 0.24458, -2.51497], [-0.21102, 1.48923, -2.41926], [0.22711, -1.42962, -3.22447], [0.79696, -0.63935, -1.75203], [1.46339, -0.18707, -3.33805], [-3.51413, 0.37012, -7.11551], [-2.62751, 1.29159, -8.31432], [-3.37169, 2.50322, -5.61295], [-4.40855, 2.63126, -7.04581], [-2.78512, 3.33559, -7.04196], [-0.49520, -2.79011, -5.43025], [0.79760, -2.47840, -6.58369], [-2.20225, -2.13825, -7.13027], [-1.15890, -3.40872, -7.77487], [-0.92612, -1.71986, -8.26671]], "forces_ev_per_angstrom": [[0.637, -0.031, -0.130], [-0.190, -0.390, -0.207], [0.016, 0.105, -0.149], [-0.132, 0.085, 1.073], [0.927, 0.490, 0.070], [0.177, -0.178, -0.976], [-1.389, 0.203, 0.562], [0.833, 1.429, -0.378], [0.992, -2.999, 1.177], [0.019, 1.359, -0.686], [-0.888, 0.689, 0.371], [-0.737, -0.276, -0.350], [0.506, 0.362, 0.173], [0.321, -0.037, 0.076], [-0.388, 0.440, -0.123], [0.055, -0.122, -0.094], [0.208, 0.129, 0.120], [0.005, -0.055, 0.116], [1.073, -2.273, -1.052], [-0.402, 1.428, 0.672], [-0.514, -0.906, 0.093], [-0.164, 0.423, -0.130], [0.911, -0.173, -0.534], [-0.172, 0.209, 0.451], [-0.132, -0.098, -0.105], [-0.357, 0.142, 0.251], [-0.872, 0.710, 0.851], [1.757, -0.687, -1.217], [-0.532, -0.189, 0.125], [-0.699, 0.183, 0.470], [-0.684, 0.173, 0.405], [-0.220, 0.086, 0.195], [-0.101, 0.153, 0.156], [-0.187, -0.094, 0.020], [0.009, 0.101, -0.125], [-0.075, 0.228, 0.093], [-0.270, 0.012, -0.157], [0.097, -0.211, -0.410], [-0.098, -0.268, -0.160], [0.003, -0.050, -0.060], [-0.604, 0.036, -0.426], [0.284, 0.293, -0.051], [0.108, -0.232, -0.262], [-0.162, -0.102, 0.169], [0.304, 0.087, -0.115], [0.184, -0.192, -0.034], [0.331, 0.085, 0.198], [0.123, 0.152, -0.090], [-1.794, -0.822, -1.664], [3.264, 3.749, 2.507], [-0.639, -0.337, -0.027], [0.077, -0.120, -0.373], [-0.189, -0.068, 0.094], [-0.410, -0.211, -0.301], [0.237, -0.120, 0.183], [0.191, 0.028, 0.127], [-0.678, -2.509, -0.455], [-0.348, -0.061, 0.039], [0.186, -0.003, 0.201], [0.002, 0.037, 0.066], [-0.007, 0.077, 0.132], [0.028, -0.020, -0.067], [0.017, -0.018, 0.018], [0.079, 0.021, -0.005], [0.043, -0.061, -0.133], [0.009, 0.082, -0.113], [-0.118, -0.132, -0.007], [0.035, 0.042, 0.018], [-0.047, 0.024, 0.023], [0.039, 0.035, -0.036], [0.186, 0.101, -0.011], [-0.035, -0.010, -0.075], [0.000, 0.005, -0.041], [-0.054, 0.055, -0.055], [0.716, -2.581, 0.508], [0.564, 5.211, -1.864], [0.026, -0.647, -0.206], [0.025, -0.067, 0.291], [-0.015, -0.077, -0.117], [0.098, -0.431, 0.077], [-0.281, 0.245, 0.006], [0.142, 0.163, 0.018], [-1.306, -1.740, 1.362], [-0.064, -0.262, -0.233], [-0.154, 0.210, -0.007], [-0.010, 0.035, -0.046], [-0.055, 0.069, -0.104], [0.004, -0.070, 0.033], [-0.027, 0.031, 0.027], [0.022, 0.043, 0.041], [0.041, -0.024, 0.165], [0.156, -0.031, 0.029], [-0.100, -0.160, 0.018], [0.004, -0.005, -0.014], [-0.017, 0.003, -0.020], [0.027, 0.016, 0.040], [0.066, 0.186, 0.055], [0.042, -0.061, 0.033], [0.030, -0.012, 0.022], [0.082, -0.038, -0.027]]}

=====

{"formula": "C3H11N3S", "method": "wB97M-V/def2-TZVPD", "total_charge": 0, "orbital_gap_ev": 7.20, "fmax_ev_per_a": 1.3, "e_homo_ha": -0.245, "lumo_ev": 0.54, "species": ["N", "C", "N", "H", "H", "H", "H", "H", "C", "C", "S", "N", "H", "H", "H", "H", "H", "H"], "xyz": [[1.33171, -0.53435, -1.36862], [0.26118, -0.06377, -1.96866], [-0.61005, -0.71823, -2.71886], [1.43565, -1.53508, -1.31518], [1.62164, 0.06420, -0.55001], [0.14633, 1.00462, -1.88606], [-1.54966, -0.36760, -2.69062], [-0.60241, -1.73206, -2.64364], [0.20810, -0.08058, 1.79370], [-1.25678, 0.33887, 1.70348], [-1.82115, 0.59259, -0.01018], [1.11422, 0.77460, 1.00521], [0.27869, -1.10172, 1.39866], [0.56714, -0.12481, 2.82570], [-1.45774, 1.21462, 2.32365], [-1.81646, -0.50531, 2.11401], [1.66792, 1.41824, 1.54224], [0.48166, 1.35577, 0.44520]], "forces_ev_per_angstrom": [[-0.384, -0.036, -0.632], [-0.001, 0.805, 0.851], [0.386, -1.198, -0.235], [0.125, -0.059, 0.213], [0.073, -0.525, 0.117], [-0.277, 0.054, -0.106], [-0.209, 0.446, -0.086], [0.053, 0.252, -0.045], [0.336, -0.183, -0.086], [-0.031, -0.466, 0.046], [0.267, 0.096, -0.074], [-0.192, 0.393, -0.602], [0.004, 0.051, 0.000], [-0.110, 0.062, 0.034], [0.043, 0.061, -0.054], [-0.130, 0.184, 0.150], [0.086, 0.020, 0.497], [-0.040, 0.045, 0.011]]}

=====

{"formula": "C26H19F10N7OSeSn", "method": "wB97M-V/def2-TZVPD", "total_charge": 0, "orbital_gap_ev": [5.31, 5.05], "fmax_ev_per_a": 6.6, "e_homo_ha": [-0.262, -0.262], "lumo_ev": [-1.82, -2.09], "species": ["Sn", "C", "N", "C", "C", "N", "C", "C", "F", "C", "F", "C", "F", "C", "F", "C", "F", "C", "C", "N", "C", "C", "F", "C", "F", "C", "F", "C", "F", "C", "F", "H", "H", "H", "H", "H", "H", "H", "H", "H", "H", "H", "N", "H", "H", "H", "O", "N", "C", "C", "N", "C", "N", "Se", "C", "C", "C", "C", "C", "C", "H", "H", "H", "H", "H"], "xyz": [[13.03540, 11.91732, 9.13256], [15.33186, 12.14315, 6.73822], [14.03225, 12.77483, 7.06086], [12.98706, 12.24494, 6.14058], [11.58956, 12.77402, 6.48866], [11.31044, 12.32610, 7.80934], [10.06856, 12.55785, 8.36627], [9.51165, 11.61781, 9.23578], [10.32297, 10.58634, 9.60280], [8.20492, 11.71841, 9.70581], [7.64528, 10.70862, 10.33131], [7.53561, 12.93170, 9.50007], [6.40433, 13.11793, 10.20994], [8.04670, 13.87996, 8.60812], [7.35427, 14.99571, 8.46858], [9.33620, 13.75205, 8.09920], [9.88800, 14.67200, 7.27474], [14.10300, 14.29257, 7.07857], [13.40086, 15.01347, 8.21708], [13.38013, 14.18866, 9.43049], [13.11035, 14.85722, 10.60326], [12.17642, 14.41173, 11.53255], [11.35114, 13.41651, 11.09504], [11.96394, 14.98175, 12.81992], [10.87224, 14.58748, 13.54246], [12.81799, 16.03340, 13.23550], [12.60519, 16.47940, 14.47099], [13.76196, 16.57194, 12.37914], [14.58660, 17.54303, 12.84950], [13.93750, 16.01551, 11.08403], [15.00504, 16.36057, 10.34101], [15.67140, 12.39580, 5.69456], [15.26850, 11.02895, 6.77446], [16.09970, 12.37674, 7.49129], [12.94658, 11.19165, 6.28148], [13.25596, 12.45703, 5.15570], [10.81470, 12.41031, 5.80046], [11.46909, 13.87310, 6.40807], [13.78132, 14.66862, 6.07827], [15.13246, 14.53359, 7.26758], [12.44416, 15.48414, 7.98926], [14.05139, 15.88568, 8.48098], [12.80495, 9.30445, 8.68143], [11.81427, 9.13379, 8.58049], [13.13291, 8.51614, 9.21087], [13.14844, 9.08015, 7.72836], [15.22753, 12.44788, 10.91967], [16.37990, 11.95332, 11.16151], [17.12371, 12.63758, 12.19802], [18.33189, 12.17301, 12.83859], [19.34226, 11.76973, 13.22943], [16.52835, 13.72899, 12.81668], [16.08265, 14.74588, 13.28179], [17.14456, 10.48585, 10.11196], [17.63462, 9.04015, 11.29311], [18.95406, 8.81922, 11.59078], [19.34224, 7.64370, 12.21605], [18.43532, 6.62483, 12.51201], [17.08269, 6.96519, 12.34995], [16.63035, 8.10469, 11.71292], [19.57009, 9.69735, 11.32724], [20.36943, 7.46122, 12.52462], [18.63600, 5.77778, 13.10445], [16.28628, 6.35560, 12.84818], [15.60748, 8.41254, 11.56080]], "forces_ev_per_angstrom": [[-0.144, 2.158, 0.419], [0.154, -0.512, -0.421], [-0.509, -0.066, 0.393], [-0.820, 1.192, 1.422], [0.055, 0.961, -0.344], [0.149, -0.870, 1.499], [0.447, 1.106, -0.662], [-0.212, 0.200, 0.003], [-0.755, -0.017, -0.214], [1.277, 1.132, -0.736], [-0.332, -0.333, 0.795], [0.079, -1.059, -0.037], [0.108, 0.253, -0.696], [0.427, -0.106, 1.139], [-0.298, 0.686, -0.392], [-0.228, -1.642, 0.042], [-0.837, 0.135, 0.667], [-0.131, -0.703, -0.568], [0.658, 0.864, 1.599], [-0.691, -0.517, -0.494], [2.177, 2.022, 1.005], [-0.617, 0.451, 0.629], [-0.005, 0.139, 0.574], [0.459, 0.053, -1.427], [1.385, 0.404, -0.444], [-1.898, -1.592, -0.156], [0.314, 0.601, 0.238], [0.867, -0.286, -1.253], [-0.568, -0.671, -0.506], [-1.496, -1.788, 0.753], [-0.271, 0.222, 0.320], [-0.151, 0.017, 0.967], [-0.371, 0.723, -0.056], [-0.295, 0.397, -0.378], [0.096, -1.085, -0.013], [0.432, 0.416, -1.915], [0.332, -0.367, -0.288], [0.870, -0.496, -0.302], [0.341, -0.139, 0.655], [0.663, -0.125, -0.431], [-0.433, -0.494, -0.326], [-0.410, -0.395, -0.743], [0.114, -1.157, -1.891], [-0.522, 0.202, 0.162], [0.324, -0.304, 0.632], [-0.074, 0.266, 0.537], [3.044, -1.606, -0.092], [-0.232, 3.258, 3.529], [-0.721, -2.734, -1.731], [0.071, -0.653, -1.413], [-0.601, 0.263, 0.015], [-2.762, 5.608, 1.982], [1.970, -4.705, -1.950], [-0.111, 0.041, 0.005], [-2.044, -0.863, 0.262], [0.410, 1.330, -0.428], [0.876, -1.208, 0.232], [-1.415, 2.888, -0.128], [-1.796, -0.966, 0.644], [1.859, 1.406, -0.502], [0.421, -1.064, 0.433], [-0.014, 0.356, -0.314], [0.707, -0.926, 0.267], [0.909, 0.183, -0.743], [-0.233, -0.484, 0.176]]}

=====

{"formula": "ClH2OP", "method": "wB97M-V/def2-TZVPD", "smiles": "OPCl", "total_charge": 0, "orbital_gap_ev": 9.49, "fmax_ev_per_a": 2.9, "e_homo_ha": -0.374, "lumo_ev": -0.69, "species": ["O", "P", "Cl", "H", "H"], "xyz": [[0.09880, 0.74150, 0.05987], [-0.51528, -0.61818, -0.55020], [-2.35381, -1.04843, 1.09546], [-0.53995, 1.43689, -0.24082], [0.62944, -1.25582, 0.15148]], "forces_ev_per_angstrom": [[-1.644, 1.517, -0.873], [-0.059, -1.336, 2.592], [2.028, 0.346, -1.645], [1.014, -0.118, 0.595], [-1.339, -0.410, -0.669]]}